No. 1
ORCA calculation (ωB97M-V with the def2-TZVPD basis set) on 7 unconnected molecules or ions with the total composition C37H60F4N3O22 in a non-equilibrium geometry.

Properties
Frontier orbital gap = 5.83 eV
E_HOMO = -4.408 eV

Geometry as ORCA input:
```
! RIJCOSX wB97M-V def2-TZVPD def2/J DEFGRID3
* xyz -1 1
C 2.10 2.02 -6.23
C 3.19 1.05 -6.84
F 3.33 1.30 -8.24
C 4.56 0.96 -6.06
C 5.24 2.32 -5.64
C 5.02 3.42 -6.80
O 4.38 4.48 -6.60
O 5.49 3.20 -8.01
C 4.69 2.88 -4.25
C 3.71 2.15 -3.40
C 3.30 2.79 -2.12
C 3.91 4.09 -1.81
N 4.83 4.79 -2.55
C 5.17 4.18 -3.72
N 6.72 2.08 -5.61
C 7.23 1.65 -4.30
O 6.60 0.45 -3.79
C 7.01 0.13 -2.52
F 7.23 -1.26 -2.52
F 6.00 0.31 -1.58
F 8.18 0.70 -2.12
N 7.44 3.30 -5.87
C 8.31 3.07 -6.74
O 9.00 2.91 -7.66
H 1.49 1.44 -5.48
H 1.40 2.28 -7.08
H 2.50 2.99 -5.85
H 2.74 0.01 -6.79
H 4.40 0.29 -5.16
H 5.29 0.40 -6.72
H 3.29 1.16 -3.70
H 2.58 2.31 -1.42
H 3.57 4.57 -0.84
H 5.94 4.72 -4.36
H 7.28 2.49 -3.53
H 8.32 1.37 -4.47
C -3.17 4.13 -1.16
C -2.92 3.33 -2.42
O -2.40 4.16 -3.47
C -1.10 4.46 -3.37
O -0.35 4.10 -2.51
O -0.79 5.27 -4.39
C 0.56 5.75 -4.37
H -3.81 4.99 -1.38
H -3.65 3.51 -0.40
H -2.24 4.52 -0.75
H -3.86 2.91 -2.79
H -2.25 2.48 -2.24
H 1.27 4.92 -4.28
H 0.69 6.45 -3.54
H 0.75 6.27 -5.30
C -0.03 0.79 4.87
C -1.31 0.74 4.05
O -1.69 2.05 3.61
C -1.01 2.52 2.55
O -0.14 1.95 1.96
O -1.46 3.76 2.29
C -0.75 4.42 1.24
H -0.13 1.51 5.69
H 0.20 -0.19 5.28
H 0.81 1.12 4.26
H -2.12 0.36 4.67
H -1.21 0.05 3.20
H -0.72 3.81 0.34
H 0.26 4.67 1.57
H -1.28 5.34 1.01
C -3.26 -0.14 -10.54
C -2.34 1.07 -10.52
O -2.89 2.13 -9.73
C -2.75 1.98 -8.41
O -2.21 1.07 -7.84
O -3.34 3.03 -7.81
C -3.34 2.96 -6.39
H -4.26 0.15 -10.85
H -2.88 -0.90 -11.22
H -3.34 -0.58 -9.54
H -2.24 1.46 -11.54
H -1.34 0.81 -10.18
H -2.34 2.80 -6.00
H -4.02 2.16 -6.05
H -3.71 3.91 -6.00
C 5.89 -2.22 4.52
C 5.76 -0.93 5.30
O 4.39 -0.66 5.62
C 3.89 -1.35 6.64
O 4.48 -2.15 7.32
O 2.60 -1.01 6.78
C 1.91 -1.74 7.80
H 5.25 -2.21 3.64
H 6.93 -2.37 4.19
H 5.60 -3.08 5.12
H 6.11 -0.10 4.68
H 6.38 -0.94 6.20
H 2.44 -1.69 8.75
H 1.78 -2.78 7.48
H 0.93 -1.29 7.92
C -3.88 -5.55 5.59
C -3.05 -4.96 4.47
O -3.86 -4.20 3.56
C -4.19 -2.98 3.98
O -3.86 -2.46 5.02
O -4.97 -2.42 3.04
C -5.47 -1.13 3.39
H -4.72 -6.12 5.19
H -3.28 -6.20 6.22
H -4.30 -4.76 6.22
H -2.61 -5.77 3.88
H -2.22 -4.36 4.85
H -4.67 -0.46 3.69
H -6.21 -1.22 4.20
H -5.97 -0.72 2.52
C -6.11 -9.28 11.24
C -6.43 -9.78 9.85
O -7.51 -9.03 9.26
C -7.18 -7.83 8.78
O -6.09 -7.34 8.78
O -8.30 -7.26 8.31
C -8.11 -5.92 7.83
H -7.01 -9.27 11.86
H -5.36 -9.91 11.71
H -5.74 -8.25 11.21
H -6.76 -10.82 9.90
H -5.55 -9.75 9.20
H -7.30 -5.87 7.10
H -7.91 -5.25 8.67
H -9.04 -5.61 7.35
*
```


No. 2
ORCA calculation (ωB97M-V with the def2-TZVPD basis set) on a single C5H11NO2 molecule in a non-equilibrium geometry.

Properties
Energy relative to the best compared isomer or geometry (same formula, charge and spin) = 61.06 kcal per mole
Frontier orbital gap = 10.21 eV
E_HOMO = -9.534 eV

Geometry as ORCA input:
```
! RIJCOSX wB97M-V def2-TZVPD def2/J DEFGRID3
* xyz 0 1
C -0.67 -1.41 -1.02
N -0.45 -0.60 0.06
C -0.26 -1.43 1.29
C -0.48 1.54 -1.22
C -0.25 0.80 0.07
C 1.21 1.10 0.41
O 1.44 2.29 1.17
O -0.78 -2.68 -1.00
H -0.92 -1.03 -2.04
H 0.22 -1.00 2.21
H 0.52 -2.13 1.00
H -1.21 -1.97 1.64
H -0.20 2.51 -1.11
H -1.57 1.45 -1.61
H -0.01 1.02 -2.09
H -0.90 1.18 0.85
H 1.82 0.17 0.91
H 1.85 1.26 -0.57
H 0.95 2.33 1.92
*
```


No. 3
ORCA calculation (ωB97M-V with the def2-TZVPD basis set) on a molecular structure, C21H17BrGaN3O2 in a non-equilibrium geometry.

Properties
Energy relative to the best compared isomer or geometry (same formula, charge and spin) = 19.52 kcal per mole
Frontier orbital gap (spin up / spin down) = 6.72 / 7.98 eV
E_HOMO (spin up / spin down) = -9.563 / -11.352 eV

Geometry as ORCA input:
```
! RIJCOSX wB97M-V def2-TZVPD def2/J DEFGRID3
* xyz 1 2
Ga -0.54 0.28 -1.35
C 3.98 0.71 -1.85
C 4.41 0.60 -0.53
C 3.48 0.56 0.49
C 2.12 0.64 0.18
N 1.72 0.72 -1.10
C 2.61 0.75 -2.08
C 1.05 0.63 1.18
C 1.33 0.66 2.55
C 0.30 0.63 3.47
C -1.02 0.57 3.05
C -1.30 0.54 1.69
C -0.28 0.58 0.75
H 4.68 0.75 -2.66
H 5.46 0.55 -0.30
H 3.80 0.46 1.51
H 2.20 0.83 -3.08
H 2.34 0.70 2.90
H 0.53 0.64 4.53
H -1.82 0.54 3.77
H -2.33 0.47 1.36
O -6.57 2.49 -1.14
C -5.38 1.91 -1.26
C -5.20 0.51 -1.24
C -3.92 0.01 -1.32
N -2.85 0.80 -1.40
C -3.03 2.11 -1.44
Br -1.42 3.12 -1.54
C -4.25 2.72 -1.39
H -7.28 1.86 -0.96
H -6.05 -0.15 -1.16
H -3.72 -1.05 -1.31
H -4.36 3.80 -1.44
O -0.32 -1.81 -1.30
N 0.70 -2.26 -0.62
C 1.88 -2.47 -1.24
C 3.01 -2.77 -0.53
C 2.94 -2.89 0.86
C 1.70 -2.75 1.47
C 0.60 -2.44 0.72
H 1.86 -2.36 -2.32
H 3.94 -2.90 -1.05
H 3.82 -3.11 1.44
H 1.58 -2.87 2.54
H -0.39 -2.31 1.13
*
```


No. 4
ORCA calculation (ωB97M-V with the def2-TZVPD basis set) on a molecular structure, C6H13F5IN3O5RhTe in a non-equilibrium geometry.

Properties
Energy relative to the best compared isomer or geometry (same formula, charge and spin) = 69.00 kcal per mole
Frontier orbital gap (spin up / spin down) = 7.57 / 7.29 eV
E_HOMO (spin up / spin down) = -12.161 / -13.366 eV

Geometry as ORCA input:
```
! RIJCOSX wB97M-V def2-TZVPD def2/J DEFGRID3
* xyz 1 5
Rh 0.99 0.16 0.49
C -0.16 3.54 -2.50
O -0.60 3.58 -1.13
C 0.06 2.87 -0.26
O 1.09 2.22 -0.49
N -0.46 2.93 0.98
N 0.11 2.05 1.90
H -0.59 4.42 -2.97
H -0.54 2.64 -2.98
H 0.93 3.56 -2.55
H -1.46 3.10 1.05
H -0.60 1.62 2.49
H 0.83 2.51 2.44
F -0.70 0.19 -0.72
Te -1.90 -1.01 0.89
F -1.85 -2.82 1.63
F -2.76 -0.80 2.56
F -2.38 0.88 0.95
F -2.96 -1.02 -0.90
O -0.28 -0.57 1.79
N -1.33 -3.38 -1.61
C -0.30 -2.60 -1.34
O 0.02 -2.29 -0.18
C 0.50 -2.07 -2.51
I 2.21 -1.04 -1.78
H -1.92 -3.68 -0.84
H -1.66 -3.55 -2.55
H -0.09 -1.36 -3.08
H 0.86 -2.86 -3.16
C 2.36 -1.60 2.62
C 2.44 -0.39 1.78
O 3.17 0.51 1.60
H 3.14 -1.58 3.37
H 2.47 -2.48 1.98
H 1.36 -1.66 3.06
*
```


No. 5
ORCA calculation (ωB97M-V with the def2-TZVPD basis set) on a single C2H5N3S molecule in a non-equilibrium geometry.

Properties
Energy relative to the best compared isomer or geometry (same formula, charge and spin) = 73.10 kcal per mole
Frontier orbital gap = 9.23 eV
E_HOMO = -8.489 eV

Geometry as ORCA input:
```
! RIJCOSX wB97M-V def2-TZVPD def2/J DEFGRID3
* xyz 0 1
C -1.62 1.37 0.22
C 0.69 -1.19 -0.19
H -3.57 1.14 0.60
H -1.73 2.42 -0.38
H 0.37 1.56 0.29
H -0.99 -0.96 0.93
H 0.56 -2.28 0.13
N -2.57 0.59 0.62
N -0.37 0.92 0.53
N -0.27 -0.46 0.29
S 2.09 -0.64 -0.74
*
```


No. 6
ORCA calculation (ωB97M-V with the def2-TZVPD basis set) on a molecular structure, C31H29N7TeY in a non-equilibrium geometry.

Properties
Energy relative to the best compared isomer or geometry (same formula, charge and spin) = 48.84 kcal per mole
Frontier orbital gap = 7.15 eV
E_HOMO = -10.593 eV

Geometry as ORCA input:
```
! RIJCOSX wB97M-V def2-TZVPD def2/J DEFGRID3
* xyz 1 1
Y -0.53 1.05 1.04
C -3.06 1.22 1.56
C -3.74 0.92 0.38
C -3.62 -0.46 0.13
C -2.91 -1.04 1.18
C -2.53 -0.03 2.08
H -3.19 2.12 2.14
H -4.32 1.61 -0.21
H -4.18 -1.00 -0.62
H -2.75 -2.10 1.33
H -2.24 -0.19 3.12
N 3.19 2.51 -1.50
C 2.52 1.48 -0.97
N 1.47 1.94 -0.32
C 1.55 3.29 -0.47
N 2.60 3.66 -1.18
C 0.61 4.21 0.14
C 0.86 5.59 0.10
N 0.05 6.45 0.69
C -1.01 5.95 1.30
C -1.28 4.59 1.33
N -0.47 3.70 0.76
H 4.03 2.52 -2.06
H 2.80 0.45 -1.06
H 1.73 5.98 -0.40
H -1.66 6.67 1.80
H -2.16 4.21 1.83
C 1.71 -1.61 0.57
N 1.12 -0.56 1.40
C 1.59 -0.41 2.61
C 1.15 0.62 3.46
C 1.51 0.91 4.79
C 0.79 2.03 5.15
C 0.03 2.40 4.04
N 0.23 1.57 3.01
C 1.49 -3.02 1.06
C 0.22 -3.49 1.37
C 0.05 -4.80 1.76
C 1.14 -5.65 1.85
C 2.40 -5.18 1.55
C 2.58 -3.87 1.17
H 2.79 -1.44 0.47
H 1.26 -1.51 -0.44
H 2.34 -1.10 2.99
H 2.21 0.37 5.39
H 0.80 2.53 6.10
H -0.65 3.24 3.97
H -0.63 -2.82 1.30
H -0.94 -5.19 1.98
H 1.00 -6.68 2.15
H 3.25 -5.84 1.61
H 3.58 -3.50 0.94
C 0.10 0.37 -3.21
Te -1.57 0.45 -1.76
C -1.68 -1.64 -2.36
C -1.18 -1.67 -3.77
C -1.61 -2.66 -4.65
C -1.13 -2.68 -5.95
C -0.24 -1.71 -6.37
C 0.17 -0.71 -5.51
C -0.30 -0.68 -4.20
H 1.04 0.10 -2.72
H 0.24 1.34 -3.70
H -2.71 -1.97 -2.29
H -1.07 -2.27 -1.70
H -2.32 -3.39 -4.32
H -1.47 -3.45 -6.63
H 0.12 -1.73 -7.39
H 0.84 0.06 -5.86
*
```


No. 7
ORCA calculation (ωB97M-V with the def2-TZVPD basis set) on a molecular structure, C3H10N4O in a non-equilibrium geometry.

Properties
Energy relative to the best compared isomer or geometry (same formula, charge and spin) = 263.60 kcal per mole
Frontier orbital gap = 9.44 eV
E_HOMO = -8.834 eV

Geometry as ORCA input:
```
! RIJCOSX wB97M-V def2-TZVPD def2/J DEFGRID3
* xyz 0 1
C -1.69 -0.40 1.01
C -1.23 -1.50 -0.87
C 0.33 0.13 -0.13
H -1.50 -1.59 1.20
H -2.89 -0.33 1.02
H -1.28 0.45 1.97
H -2.13 -1.37 -1.56
H -1.01 -2.27 -0.06
H -0.11 -1.67 -1.48
H 0.98 -1.43 1.25
H 2.18 0.89 0.02
H 3.15 -0.99 -0.84
H -1.52 1.72 -0.15
N -1.08 -0.14 -0.31
N 1.29 -1.00 0.26
N 2.56 -0.38 0.25
N 0.59 1.34 -0.23
O -0.48 2.31 -0.16
*
```


No. 8
ORCA calculation (ωB97M-V with the def2-TZVPD basis set) on a molecular structure, C26H38N4O8PRb in a non-equilibrium geometry.

Properties
Energy relative to the best compared isomer or geometry (same formula, charge and spin) = 0.68 kcal per mole
Frontier orbital gap = 5.81 eV
E_HOMO = -1.800 eV

Geometry as ORCA input:
```
! RIJCOSX wB97M-V def2-TZVPD def2/J DEFGRID3
* xyz -2 1
Rb -0.76 -0.15 1.03
C -3.57 4.44 2.16
C -2.73 3.37 1.50
N -2.18 2.40 2.16
O -2.41 2.45 3.58
C -2.54 3.47 0.06
C -3.20 4.57 -0.74
N -1.80 2.56 -0.54
O -1.67 2.62 -1.82
H -3.72 4.24 3.21
H -4.53 4.51 1.65
H -3.08 5.41 2.05
H -1.78 1.79 3.89
H -3.25 5.51 -0.18
H -4.21 4.32 -1.06
H -2.61 4.71 -1.64
C -1.69 -2.10 4.76
C -2.20 -2.90 3.62
N -2.12 -2.58 2.36
C -2.75 -3.58 1.67
C -3.22 -4.53 2.53
N -2.86 -4.08 3.77
C -3.97 -5.83 2.39
O -4.23 -6.17 1.21
O -4.19 -6.45 3.44
C -2.85 -3.54 0.19
O -3.48 -4.55 -0.37
O -2.37 -2.62 -0.44
H -0.81 -1.53 4.47
H -1.45 -2.74 5.61
H -2.45 -1.38 5.09
H -3.08 -4.61 4.60
H -3.82 -5.23 0.32
C 3.22 -0.12 3.97
C 1.83 -0.13 3.31
O 0.83 -0.11 4.06
O 1.83 -0.15 2.06
H 3.14 -0.02 5.05
H 3.81 0.69 3.56
H 3.73 -1.05 3.73
C 4.11 0.03 -2.89
C 3.41 -0.60 -1.69
C 4.02 -0.02 -0.41
C 3.64 -2.11 -1.68
P 1.56 -0.27 -1.51
C 1.54 1.55 -1.72
C 1.56 2.25 -2.92
C 1.53 3.64 -2.95
C 1.49 4.35 -1.76
C 1.49 3.67 -0.55
C 1.51 2.29 -0.54
C 0.63 -1.00 -2.99
C 1.30 -1.01 -4.36
C 0.30 -2.45 -2.61
C -0.70 -0.24 -3.07
H 5.19 -0.13 -2.78
H 3.94 1.10 -2.93
H 3.81 -0.41 -3.83
H 5.07 -0.34 -0.34
H 3.49 -0.33 0.49
H 4.01 1.07 -0.44
H 4.71 -2.32 -1.57
H 3.31 -2.58 -2.61
H 3.11 -2.59 -0.85
H 1.57 1.72 -3.87
H 1.50 4.16 -3.90
H 1.44 5.43 -1.77
H 1.43 4.21 0.38
H 1.48 1.77 0.42
H 2.17 -1.67 -4.38
H 1.61 -0.03 -4.71
H 0.58 -1.41 -5.09
H 1.20 -3.07 -2.51
H -0.32 -2.89 -3.40
H -0.27 -2.50 -1.69
H -0.60 0.82 -3.27
H -1.26 -0.33 -2.13
H -1.32 -0.70 -3.85
*
```


No. 9
ORCA calculation (ωB97M-V with the def2-TZVPD basis set) on a molecular structure, C5H7N.

Properties
Energy relative to the best compared isomer or geometry (same formula, charge and spin) = 48.18 kcal per mole
Frontier orbital gap = 9.97 eV
E_HOMO = -8.976 eV

Geometry as ORCA input:
```
! RIJCOSX wB97M-V def2-TZVPD def2/J DEFGRID3
* xyz 0 1
C -0.23 -1.85 -0.45
C -0.02 -0.44 0.02
C 1.02 0.45 -0.30
C 0.57 1.73 0.01
C -0.72 1.59 0.52
N -1.15 0.32 0.51
H -1.01 -2.34 0.14
H -0.55 -1.86 -1.50
H 0.69 -2.44 -0.37
H 1.98 0.18 -0.71
H 1.12 2.65 -0.08
H -1.36 2.36 0.94
H -0.34 -0.35 1.25
*
```


No. 10
ORCA calculation (ωB97M-V with the def2-TZVPD basis set) on a single C4H2ClF molecule in a non-equilibrium geometry.

Properties
Energy relative to the best compared isomer or geometry (same formula, charge and spin) = 31.29 kcal per mole
Frontier orbital gap = 9.90 eV
E_HOMO = -9.590 eV

Geometry as ORCA input:
```
! RIJCOSX wB97M-V def2-TZVPD def2/J DEFGRID3
* xyz 0 1
C 1.39 -0.72 0.07
C 0.44 0.24 -0.08
C -1.06 0.15 -0.10
C -2.26 0.26 -0.05
H 1.16 -1.81 -0.21
H -3.46 0.25 0.41
F 2.66 -0.27 -0.02
Cl 1.13 1.90 -0.02
*
```


No. 11
ORCA calculation (ωB97M-V with the def2-TZVPD basis set) on a single C12H20N6O3 molecule in a non-equilibrium geometry.

Properties
Energy relative to the best compared isomer or geometry (same formula, charge and spin) = 2.06 kcal per mole
Frontier orbital gap = 8.90 eV
E_HOMO = -8.767 eV

Geometry as ORCA input:
```
! RIJCOSX wB97M-V def2-TZVPD def2/J DEFGRID3
* xyz 0 1
N -3.03 -3.35 -0.46
C -2.42 -2.17 -0.30
N -1.10 -2.17 -0.46
C -0.45 -1.01 -0.30
N 0.87 -1.04 -0.51
H 1.27 -1.95 -0.68
C 1.74 0.10 -0.33
C 2.95 -0.02 -1.26
C 3.90 -1.13 -0.83
C 4.34 -0.94 0.62
C 3.12 -0.90 1.54
C 2.19 0.24 1.13
H 1.30 0.25 1.77
H 2.70 1.19 1.24
H 3.45 -0.75 2.57
H 2.59 -1.85 1.49
H 5.01 -1.75 0.91
H 4.89 0.00 0.71
H 4.78 -1.13 -1.49
H 3.42 -2.10 -0.94
H 3.48 0.93 -1.24
H 2.61 -0.19 -2.28
H 1.14 0.98 -0.60
N -1.01 0.16 0.01
C -2.32 0.21 0.18
N -2.85 1.38 0.54
H -3.86 1.42 0.59
C -2.06 2.58 0.63
H -1.07 2.32 1.03
H -2.56 3.27 1.32
C -1.86 3.25 -0.74
O -1.07 4.41 -0.66
H -1.51 5.05 -0.09
H -1.33 2.56 -1.40
H -2.85 3.47 -1.18
C -3.13 -0.97 0.02
N -4.51 -0.95 0.15
O -5.16 -1.98 -0.01
O -5.08 0.12 0.41
H -2.47 -4.14 -0.70
H -4.04 -3.38 -0.37
*
```


No. 12
ORCA calculation (ωB97M-V with the def2-TZVPD basis set) on a molecular structure, C5H8NO in a non-equilibrium geometry.

Properties
Energy relative to the best compared isomer or geometry (same formula, charge and spin) = 108.17 kcal per mole
Frontier orbital gap = 7.97 eV
E_HOMO = -13.968 eV

Geometry as ORCA input:
```
! RIJCOSX wB97M-V def2-TZVPD def2/J DEFGRID3
* xyz 1 1
C -0.06 0.32 0.64
C 0.87 -0.88 -1.37
C -0.43 -0.37 -1.73
C 0.39 0.43 -0.65
C -0.11 1.16 1.79
N -0.77 -1.48 0.89
O -1.24 -1.59 1.92
H 0.94 -1.76 -0.74
H 1.72 -0.71 -2.02
H -0.57 0.19 -2.64
H -1.31 -0.88 -1.37
H 0.85 1.36 -1.00
H 0.91 1.37 2.13
H -0.67 0.70 2.61
H -0.53 2.14 1.55
*
```


No. 13
ORCA calculation (ωB97M-V with the def2-TZVPD basis set) on a single C3H7N3O molecule in a non-equilibrium geometry.

Properties
Energy relative to the best compared isomer or geometry (same formula, charge and spin) = 133.45 kcal per mole
Frontier orbital gap = 10.62 eV
E_HOMO = -9.607 eV

Geometry as ORCA input:
```
! RIJCOSX wB97M-V def2-TZVPD def2/J DEFGRID3
* xyz 0 1
C 0.98 -0.49 -0.10
C -0.58 -0.31 -0.45
C -1.68 -0.46 0.57
H 0.16 1.88 0.04
H 2.50 0.67 0.59
H 2.55 -1.64 -0.17
H -0.69 -0.99 -1.38
H -1.15 0.00 1.39
H -2.54 -1.22 0.57
H -2.16 0.99 -0.90
N 1.48 0.64 0.57
N 1.45 -1.67 -0.22
N -1.53 0.80 -0.24
O 1.22 1.80 -0.27
*
```


Number 1: E_tot -3664.9066 Eh. Number 2: E_tot -402.2808 Eh. Number 3: E_tot -5623.7433 Eh. Number 4: E_tot -1952.1393 Eh. Number 5: E_tot -641.5675 Eh. Number 6: E_tot -1888.2158 Eh. Number 7: E_tot -414.1932 Eh. Number 8: E_tot -2200.0465 Eh. Number 9: E_tot -249.3965 Eh. Number 10: E_tot -713.5304 Eh. Number 11: E_tot -1023.5101 Eh. Number 12: E_tot -324.8666 Eh. Number 13: E_tot -357.8372 Eh.